Below is C48H36CoN3O6S2 as an isolated structure at a distorted geometry, with properties calculated with wB97M-V/def2-TZVPD.

```
96
C48H36CoN3O6S2 (wB97M-V/def2-TZVPD)
C -3.762 9.928 18.726
C -6.124 14.627 20.376
O -10.226 9.799 21.219
H -4.354 8.687 17.074
C -9.084 4.051 22.077
H -2.966 10.575 16.845
O -5.913 7.149 22.650
C -11.549 6.978 17.998
C -4.740 4.129 19.692
C -5.405 8.295 20.285
C -8.732 7.231 24.917
C -3.891 10.147 20.106
H -6.360 0.268 17.854
H -5.720 15.631 20.326
C -6.577 1.181 18.391
C -12.272 6.319 17.007
H -13.285 6.622 16.786
C -2.877 10.817 17.906
C -5.029 5.367 20.266
H -11.982 7.094 23.860
O -12.301 9.114 21.718
C -12.489 4.502 15.270
C -9.891 2.101 23.952
Co -8.388 9.703 21.742
H -6.645 14.834 22.446
C -7.171 12.099 20.593
N -6.768 11.470 18.464
C -9.628 5.534 17.558
C -10.445 3.990 22.549
H -9.199 2.923 19.677
C -7.389 4.838 20.451
H -13.490 4.924 15.211
C -10.244 6.574 18.267
H -1.826 10.710 18.177
C -6.994 8.933 23.957
C -8.697 5.018 21.076
C -10.964 5.924 21.191
N -9.102 8.605 23.019
H -5.665 14.141 18.282
H -3.362 10.968 20.559
H -12.038 4.562 14.278
H -7.620 9.512 18.672
H -12.399 4.904 22.403
C -8.172 2.703 19.414
C -6.614 12.559 19.377
H -7.620 12.498 22.652
H -11.863 2.972 23.777
H -7.809 1.527 23.982
C -10.948 7.410 23.890
H -6.461 11.451 17.489
N -7.652 10.764 20.390
C -8.542 2.206 23.567
C -5.543 2.048 18.707
H -10.412 6.033 25.484
C -11.372 4.927 22.066
H -5.816 7.220 18.464
H -8.056 6.860 25.671
C -10.386 8.300 23.015
O -7.950 7.446 19.224
C -10.056 6.809 24.824
H -7.113 3.230 22.344
C -4.695 9.324 20.900
H -4.515 1.816 18.431
C -5.262 8.024 18.918
C -7.212 12.881 21.721
C -9.649 5.983 20.721
H -8.608 5.243 17.782
C -8.257 8.182 24.003
C -10.827 3.007 23.467
H -12.581 3.444 15.502
C -7.130 3.592 19.776
H -3.121 11.869 18.039
C -5.786 3.251 19.377
H -10.204 1.337 24.657
C -11.703 5.246 16.301
H -4.223 6.049 20.505
H -4.811 9.496 21.961
C -7.385 10.469 19.118
H -3.725 3.842 19.454
O -6.928 9.695 22.818
H -8.716 0.840 18.530
C -6.077 13.809 19.227
C -10.373 4.873 16.576
O -6.127 8.979 24.822
C -8.147 3.153 22.645
S -9.407 7.372 19.622
C -6.338 5.734 20.576
H -11.692 6.654 20.874
C -4.444 8.855 18.144
C -7.898 1.516 18.752
H -12.010 7.782 18.561
H -9.934 4.054 16.011
S -6.562 7.344 21.304
C -6.661 14.170 21.587
H -12.555 9.804 21.050
C -11.007 9.144 21.888
```

2S+1: 4
F_max in eV/A: 7.43
Highest occupied orbital energy (spin up / spin down) in Eh: -0.305 / -0.373
Charge: +1
Energy relative to the best compared isomer or geometry (same formula, charge and spin) in kcal per mole: 100.3
Orbital gap (spin up / spin down) in eV: 4.0131 / 5.7815
⟨S²⟩: 3.79